Record 1
The following is a quantum chemistry calculation of a single C5H10O molecule, from OMol25.

XYZ file:
```
16
Properties=species:S:1:pos:R:3:forces:R:3
C 1.826689 0.092956 -0.270940 0.021 -0.019 -0.005
C 0.391941 0.242152 0.240420 -0.028 0.046 0.028
C -0.418334 1.237637 -0.599374 0.119 0.082 -0.051
C -0.352969 -1.102014 0.251221 -0.066 -0.093 -0.050
C -1.755023 -0.867182 0.747906 -0.154 -0.060 -0.145
O -2.763761 -1.109821 0.132255 0.314 -0.016 0.314
H 2.352012 1.055524 -0.265533 -0.130 -0.139 -0.004
H 1.836019 -0.287020 -1.299762 -0.029 0.058 0.133
H 2.405163 -0.603861 0.347585 -0.130 0.099 -0.079
H 0.444572 0.608372 1.277670 -0.086 -0.036 -0.170
H -0.352429 0.979079 -1.662673 0.075 0.062 0.101
H -0.062148 2.262033 -0.459319 0.014 -0.110 -0.103
H -1.483727 1.213485 -0.351334 0.164 0.123 0.053
H 0.133477 -1.821905 0.923681 0.014 0.110 -0.101
H -0.404270 -1.530194 -0.756364 0.031 0.025 0.135
H -1.797206 -0.369244 1.744561 -0.128 -0.131 -0.056
```
Forces are in eV/Å.

Properties
maximum force = 0.0086 Eh/bohr
2S+1 = 1
SMILES string = CC(C)CC=O

Charges in e, computed with natural (NBO), in the same order as the atoms: number 1, C, carries -0.600; number 2, C, carries -0.208; number 3, C, carries -0.615; number 4, C, carries -0.512; number 5, C, carries 0.450; number 6, O, carries -0.521; number 7, H, carries 0.212; number 8, H, carries 0.205; number 9, H, carries 0.209; number 10, H, carries 0.196; number 11, H, carries 0.208; number 12, H, carries 0.214; number 13, H, carries 0.215; number 14, H, carries 0.227; number 15, H, carries 0.221; number 16, H, carries 0.100

Record 2
The following is a quantum chemistry calculation of a single C5H5NO molecule in a non-equilibrium geometry, from OMol25.

XYZ file:
```
12
Properties=species:S:1:pos:R:3:forces:R:3
C -1.409598 0.503888 1.658334 0.507 -0.339 0.004
C -0.406625 0.021745 1.195439 -0.582 0.250 0.148
C 0.749795 -0.401386 0.385701 -0.112 0.264 0.281
O 0.980109 -1.794001 0.404940 -0.180 -0.049 0.035
C 0.569590 0.101031 -1.075068 -0.063 0.176 -0.369
C -0.465642 1.119684 -1.240390 -0.806 0.837 -0.313
N -1.298850 1.905335 -1.399460 0.858 -0.721 0.106
H -2.288971 0.940041 2.087033 0.232 -0.151 -0.090
H 1.649610 0.058988 0.807100 -0.109 -0.109 -0.090
H 0.118920 -2.231695 0.367366 0.161 -0.017 0.016
H 1.501650 0.512716 -1.465353 0.039 -0.107 0.070
H 0.300013 -0.736346 -1.725640 0.055 -0.034 0.202
```
Forces are in eV/Å.

Properties
maximum force = 0.0234 Eh/bohr
2S+1 = 1
SMILES string = C#C[C@@H](O)CC#N

Charges in e, computed with natural (NBO), in the same order as the atoms: number 1, C, carries -0.178; number 2, C, carries -0.073; number 3, C, carries 0.040; number 4, O, carries -0.686; number 5, C, carries -0.527; number 6, C, carries 0.288; number 7, N, carries -0.320; number 8, H, carries 0.247; number 9, H, carries 0.215; number 10, H, carries 0.475; number 11, H, carries 0.257; number 12, H, carries 0.262

Result set for relative energy (zero: lowest compared OMol25 entry of this formula, charge and spin): 34.9, 245.3 kJ/mol, one per record in the order listed.
Result set for Kohn-Sham gap: 10.8, 11.3 eV, one per record in the order listed.
Result set for highest occupied orbital energy: -0.359, -0.390 hartree, one per record in the order listed.